[1]
The following is a quantum chemistry calculation of a molecular structure, C16H37N7O8SSn, from the OMol25 dataset.

The geometry in XYZ format:
```
70
C16H37N7O8SSn (wB97M-V/def2-TZVPD)
Sn 1.24 1.27 -1.26
S 0.04 1.99 2.04
O 2.47 0.32 -2.68
O 2.75 5.72 0.79
O 3.08 -1.58 -3.69
O 0.29 0.87 1.03
O 3.38 3.63 2.43
O 2.46 3.52 0.33
O 0.82 4.99 0.15
O -1.14 0.44 -2.67
N -2.65 -3.02 0.19
N 1.96 4.93 0.46
N -1.79 -2.52 -1.91
N 3.55 1.18 -0.14
N -2.79 -0.87 -0.67
N 1.18 -1.01 -0.81
N 3.82 1.89 1.05
C -1.12 -3.80 -2.13
C -2.18 0.56 3.11
C 1.38 -3.18 -2.10
C 2.40 -0.97 -2.92
C -0.40 1.65 -4.59
C -2.83 0.93 -4.27
C -2.41 -2.15 -0.80
C -1.70 1.85 2.45
C 3.24 3.08 1.38
C 1.25 -1.67 -2.14
C -3.70 0.54 3.23
C 2.03 -0.20 4.98
C 1.15 0.02 3.75
C 0.87 1.51 3.57
C 0.24 -3.94 -1.44
C -1.43 0.96 -3.76
H -1.01 -3.90 -3.21
H 0.60 1.28 -4.38
H 0.49 -5.00 -1.46
H -2.19 2.01 1.48
H -4.06 1.39 3.82
H -4.19 0.60 2.25
H -1.70 -1.79 -2.61
H -3.21 -2.75 0.98
H 2.01 -1.27 -0.29
H -0.44 2.71 -4.34
H 2.20 -1.26 5.15
H -3.25 -0.55 0.16
H -4.05 -0.36 3.73
H 4.22 1.42 -0.88
H -3.52 0.52 -3.54
H 1.80 2.08 3.56
H -1.80 -4.60 -1.83
H -3.14 1.94 -4.55
H -1.94 2.73 3.06
H 0.39 -1.31 -0.24
H 0.26 1.93 4.38
H -1.73 0.46 4.10
H 0.35 -1.37 -2.68
H 3.00 0.29 4.86
H 4.58 1.59 1.65
H -2.86 0.34 -5.19
H -2.54 -4.01 0.02
H -1.83 -0.29 2.52
H 1.66 -0.34 2.85
H 1.56 0.21 5.88
H 3.70 0.20 0.07
H 0.14 -3.69 -0.38
H 1.50 -3.52 -3.13
H 2.33 -3.44 -1.61
H 0.23 -0.54 3.84
H -0.63 1.56 -5.65
H -2.42 -0.19 -1.33
```

Summary:
- HOMO: -14.36 eV
- Energy: -60654.36974 eV
- Charge: +2
- Lowest unoccupied orbital energy: -4.9394 eV
- Frontier orbital gap: 9.425 eV
- 2S+1: 1
- Molecular weight: 606.291 g/mol
- ΔE to the lowest compared entry with this formula, charge and spin: 216.2 kJ/mol

Atom charges from the Mulliken analysis, given in e for atoms 1 to 2: 1.1544 0.4792

=====

[2]
The following is a quantum chemistry calculation of 2 unconnected molecules or ions with the total composition C5H14N2O in a non-equilibrium geometry, from the OMol25 dataset.

The geometry in XYZ format:
```
22
C5H14N2O (wB97M-V/def2-TZVPD)
O 1.35 -0.68 1.19
N -0.13 1.75 0.75
N 0.70 -1.41 -0.99
C -2.25 0.81 -0.03
C 0.41 -2.60 -1.79
C -0.99 1.52 -0.46
C 0.89 -1.81 0.48
C 0.14 2.95 1.13
H 1.03 -3.43 -1.45
H -0.11 -2.11 0.83
H -2.06 -0.20 0.31
H -0.64 -2.93 -1.62
H -0.25 3.82 0.60
H 0.81 3.18 1.95
H 1.56 -0.94 -1.27
H 0.66 -2.45 -2.85
H -0.44 0.90 -1.19
H -1.18 2.46 -0.91
H -2.65 1.20 0.87
H 1.59 -2.65 0.62
H 0.70 0.29 1.14
H -3.00 0.72 -0.85
```

Summary:
- HOMO: -8.74 eV
- Energy: -10437.75901 eV
- SMILES string: C=NCC.CNCO
- Charge: 0
- Lowest unoccupied orbital energy: 0.8957 eV
- Frontier orbital gap: 9.639 eV
- 2S+1: 1
- Molecular weight: 118.180 g/mol
- ΔE to the lowest compared entry with this formula, charge and spin: 315.4 kJ/mol

Atom charges from the Mulliken analysis, given in e for atoms 1 to 2: -0.6618 -0.3576

=====

[3]
The following is a quantum chemistry calculation of C9H9N3O2S in the gas phase in a non-equilibrium geometry, from the OMol25 dataset.

The geometry in XYZ format:
```
24
C9H9N3O2S (wB97M-V/def2-TZVPD)
S 3.84 0.61 0.38
O 1.20 -2.00 -1.04
O 2.32 2.45 -0.81
N 1.42 0.35 -0.83
N 3.26 -1.57 1.66
N 3.54 -1.00 0.43
C -2.15 0.00 -1.31
C 0.11 1.02 -1.20
C 2.40 1.29 -0.48
C -3.52 -0.35 0.68
C -3.31 -0.41 -0.71
C 1.56 -0.91 -0.85
C -2.43 0.26 1.45
C -1.27 0.63 0.82
C -1.09 0.44 -0.55
H 3.43 -0.96 2.58
H -0.46 0.91 1.42
H 3.92 -2.38 1.64
H -2.31 0.05 2.48
H 0.23 2.17 -0.93
H -4.10 -0.84 -1.21
H -4.49 -0.46 1.11
H -0.09 0.84 -2.32
H -2.00 -0.17 -2.41
```

Summary:
- HOMO (alpha / beta): -7.33 / -7.33 eV
- Energy: -28874.92676 eV
- Charge: 0
- Lowest unoccupied orbital energy (alpha / beta): 0.1506 / 0.1498 eV
- Frontier orbital gap (alpha / beta): 7.482 / 7.480 eV
- 2S+1: 1
- Molecular weight: 223.257 g/mol
- ΔE to the lowest compared entry with this formula, charge and spin: 400.2 kJ/mol

Atom charges from the Mulliken analysis, given in e for atoms 1 to 2: -0.0470 -0.3659

=====

[4]
The following is a quantum chemistry calculation of a gas-phase ion, C11H21N2O (charge +1) in a non-equilibrium geometry, from the OMol25 dataset.

The geometry in XYZ format:
```
35
C11H21N2O (wB97M-V/def2-TZVPD)
O 2.27 1.17 -0.05
N 0.47 0.62 2.13
N 0.35 -1.74 -0.56
C -0.30 -2.49 -1.32
C 0.32 0.50 -1.48
C -0.34 -0.10 -0.29
C 3.05 1.34 1.03
C 0.21 0.33 1.03
C 1.66 2.40 -0.48
C 1.55 -2.07 0.01
C 0.48 2.06 -1.45
C -1.81 0.00 -0.14
C -2.42 -0.88 1.06
C -3.91 -0.67 1.28
H 3.62 2.25 1.07
H 2.15 -1.19 0.44
H 1.22 2.81 0.43
H -2.02 -0.47 1.99
H -2.01 0.95 0.23
H 2.32 3.05 -1.03
H 2.36 -2.45 -0.63
H 3.77 0.44 1.14
H -0.17 0.24 -2.46
H -2.32 -0.19 -1.09
H -2.14 -1.88 0.99
H 2.50 1.21 1.92
H 1.33 -2.70 0.85
H 0.74 2.34 -2.43
H 1.34 0.08 -1.45
H -3.98 0.29 1.59
H -4.36 -1.35 1.90
H -0.01 -3.45 -1.63
H -1.25 -2.28 -1.75
H -4.23 -0.70 0.26
H -0.44 2.50 -1.08
```

Summary:
- HOMO: -13.20 eV
- Energy: -16764.52558 eV
- SMILES string: C=[N+](C)[C@](C#N)(CCC)CCCOC
- Charge: +1
- Lowest unoccupied orbital energy: -4.2589 eV
- Frontier orbital gap: 8.937 eV
- 2S+1: 1
- Molecular weight: 197.302 g/mol
- ΔE to the lowest compared entry with this formula, charge and spin: 480.3 kJ/mol

Atom charges from the Mulliken analysis, given in e for atoms 1 to 2: -0.3575 -0.6043

=====

[5]
The following is a quantum chemistry calculation of a molecular structure, C29H34CsN3O8 in a non-equilibrium geometry, from the OMol25 dataset.

The geometry in XYZ format:
```
75
C29H34CsN3O8 (wB97M-V/def2-TZVPD)
Cs -1.05 -0.10 1.10
O 0.78 2.14 -0.46
O -0.94 -2.60 1.35
O -4.77 0.16 0.82
O -3.25 -0.74 2.19
O -2.60 -1.96 -1.31
O 0.16 2.11 1.71
O 1.82 -2.62 -1.54
O -2.22 -3.82 2.75
N 2.87 -3.97 -0.04
N 0.39 5.37 -0.49
N 3.96 -3.24 -2.00
C 1.70 3.76 0.93
C -1.56 4.52 0.70
C -3.13 3.09 -0.46
C 5.02 -4.95 -0.66
C -2.00 -3.20 1.69
C 5.23 -3.77 -1.57
C -3.11 -3.26 0.59
C 2.48 5.99 0.44
C 2.82 -3.23 -1.19
C -3.49 -4.04 -1.77
C 3.79 4.59 1.87
C -1.33 4.13 -1.67
C 4.01 -2.29 -3.09
C -0.85 4.67 -0.48
C -3.33 3.31 2.02
C -2.51 -3.32 -0.83
C -2.47 3.36 -1.66
C 3.63 5.79 1.20
C -4.15 -2.10 0.42
C -4.05 -0.78 1.24
C 2.82 3.61 1.74
C -4.01 -1.82 -1.08
C 4.10 -4.53 0.47
C -1.10 5.18 1.97
C 1.80 -3.86 0.93
C -4.59 -2.97 -1.92
C -2.68 3.68 0.72
C 0.78 2.55 0.72
C 1.51 5.00 0.29
H 3.03 -1.87 -3.24
H 5.97 -5.31 -0.26
H -3.63 -4.20 0.79
H 4.66 4.42 2.49
H 4.37 6.57 1.28
H -2.82 2.89 -2.58
H 3.84 -5.39 1.10
H -3.85 -4.98 -1.35
H -3.01 -4.26 -2.73
H 0.92 -3.34 0.55
H -0.74 4.23 -2.58
H -5.16 -2.47 0.62
H 1.49 -4.86 1.25
H 2.92 2.66 2.27
H -5.57 -3.30 -1.55
H 5.80 -4.06 -2.46
H 2.14 -3.32 1.82
H 4.72 -1.47 -2.88
H -2.59 2.85 2.68
H 0.65 5.68 -1.41
H -3.95 2.39 -0.41
H 4.34 -2.79 -4.01
H 4.56 -5.77 -1.22
H -1.96 5.48 2.58
H -3.74 4.18 2.54
H -4.12 2.58 1.86
H 4.61 -3.81 1.13
H -4.34 -0.82 -1.35
H 2.31 6.96 -0.03
H -4.71 -2.67 -2.96
H -0.49 4.50 2.57
H -1.47 -3.64 -0.87
H -0.51 6.07 1.76
H 5.83 -2.99 -1.06
```

Summary:
- HOMO: -2.33 eV
- Energy: -52026.99029 eV
- Charge: -2
- Lowest unoccupied orbital energy: 3.8858 eV
- Frontier orbital gap: 6.220 eV
- 2S+1: 1
- Molecular weight: 685.509 g/mol
- ΔE to the lowest compared entry with this formula, charge and spin: 193.3 kJ/mol

Atom charges from the Mulliken analysis, given in e for atoms 1 to 2: 1.2661 -0.7040

=====

[6]
The following is a quantum chemistry calculation of a gas-phase ion, C4H4N3O3S (charge -1) in a non-equilibrium geometry, from the OMol25 dataset.

The geometry in XYZ format:
```
15
C4H4N3O3S (wB97M-V/def2-TZVPD)
S -1.96 3.07 -0.37
O -3.30 1.08 1.18
O -3.30 3.23 2.04
O -1.21 4.20 0.24
N 0.49 2.44 0.18
N -0.64 1.91 -0.21
N 1.20 1.61 0.76
C 0.47 -0.31 -0.60
C -3.08 2.25 1.37
C -0.64 0.48 -0.01
C 0.71 0.29 0.75
H 0.98 -0.18 1.68
H 0.38 -1.42 -0.81
H 0.65 0.27 -1.57
H -1.71 0.07 0.29
```

Summary:
- HOMO: -3.36 eV
- Energy: -25658.34124 eV
- Charge: -1
- Lowest unoccupied orbital energy: 3.4988 eV
- Frontier orbital gap: 6.855 eV
- 2S+1: 1
- Molecular weight: 174.161 g/mol
- ΔE to the lowest compared entry with this formula, charge and spin: 0.0 kJ/mol

Atom charges from the Mulliken analysis, given in e for atoms 1 to 2: 0.1522 -0.5907

=====

[7]
The following is a quantum chemistry calculation of 2 unconnected molecules or ions with the total composition CH7BNO in a non-equilibrium geometry, from the OMol25 dataset.

The geometry in XYZ format:
```
11
CH7BNO (wB97M-V/def2-TZVPD)
O -1.74 -1.15 2.84
N 0.80 1.28 -0.82
C 0.59 -0.20 -0.79
B -1.40 -1.65 1.75
H 1.29 1.58 0.03
H -0.11 1.74 -0.85
H 0.03 -0.52 -1.66
H -1.36 -2.48 0.96
H 1.53 -0.71 -0.67
H 1.34 1.61 -1.64
H -2.21 -1.23 3.67
```

Summary:
- HOMO (alpha / beta): -10.93 / -10.93 eV
- Energy: -5354.29571 eV
- Charge: +1
- Lowest unoccupied orbital energy (alpha / beta): -4.4512 / -4.4516 eV
- Frontier orbital gap (alpha / beta): 6.475 / 6.474 eV
- 2S+1: 1
- Molecular weight: 59.885 g/mol
- ΔE to the lowest compared entry with this formula, charge and spin: 411.2 kJ/mol

Atom charges from the Mulliken analysis, given in e for atoms 1 to 2: -0.2101 -0.3774

=====

[8]
The following is a quantum chemistry calculation of a gas-phase ion, C8H12NO2 (charge +1) in a non-equilibrium geometry, from the OMol25 dataset.

The geometry in XYZ format:
```
23
C8H12NO2 (wB97M-V/def2-TZVPD)
O 2.01 -0.94 0.46
O 0.10 1.89 -0.27
N -1.94 0.24 0.05
C -2.62 0.33 -1.26
C -0.54 -0.41 -0.01
C 4.07 -0.20 0.01
C 3.28 -1.25 0.35
C 0.55 0.83 0.00
C -2.72 -0.26 1.20
C 1.88 0.39 0.07
C 3.15 0.87 -0.22
H -0.40 -1.03 0.84
H -1.96 -0.13 -2.04
H 3.35 1.90 -0.37
H 3.52 -2.29 0.62
H -2.14 -0.05 2.06
H -0.31 -0.91 -0.90
H -3.61 -0.15 -1.38
H -2.62 1.35 -1.65
H -1.74 1.17 0.42
H 5.09 -0.07 -0.34
H -3.73 0.11 1.22
H -2.65 -1.39 1.15
```

Summary:
- HOMO (alpha / beta): -9.68 / -13.75 eV
- Energy: -14064.08950 eV
- Charge: +1
- Lowest unoccupied orbital energy (alpha / beta): -2.5728 / -6.5507 eV
- Frontier orbital gap (alpha / beta): 7.106 / 7.198 eV
- ⟨S²⟩: 2.023
- 2S+1: 3
- Molecular weight: 154.189 g/mol
- ΔE to the lowest compared entry with this formula, charge and spin: 161.9 kJ/mol

Atom charges from the Mulliken analysis, given in e for atoms 1 to 2: -0.2278 -0.6213

=====

[9]
The following is a quantum chemistry calculation of a molecular structure, C12H13N3O5S in a non-equilibrium geometry, from the OMol25 dataset.

The geometry in XYZ format:
```
34
C12H13N3O5S (wB97M-V/def2-TZVPD)
S 0.84 1.75 -0.69
O 1.02 2.19 -1.97
O 0.87 2.77 0.32
O 2.41 -2.70 -0.92
O -4.64 -1.26 1.11
O -5.14 -0.01 -0.51
N 1.86 -1.40 -1.07
N 3.65 -2.71 -0.32
N -0.48 0.84 -0.53
C -1.01 0.03 -1.30
C -0.89 0.27 1.09
C 2.21 0.83 -0.14
C -2.38 0.25 1.11
C 2.47 -0.57 -0.25
C 4.70 -0.64 0.65
C 3.64 -1.33 0.17
C -2.88 -0.76 -0.18
C -2.47 0.09 -1.65
C -4.26 -0.61 0.10
C 4.50 0.77 1.13
C 3.31 1.17 0.57
H -2.56 -1.73 0.12
H -2.83 -0.94 -2.19
H -0.34 -0.63 1.21
H -0.68 0.39 -2.30
H -0.48 -0.87 -1.42
H 5.56 -1.16 0.98
H -2.70 1.39 0.95
H 3.14 2.50 0.99
H -2.63 -0.05 1.92
H -0.37 1.24 1.56
H -5.71 -1.36 1.20
H 5.09 1.33 1.81
H -2.80 0.93 -1.58
```

Summary:
- HOMO: -9.21 eV
- Energy: -38183.19292 eV
- Charge: 0
- Lowest unoccupied orbital energy: -1.7974 eV
- Frontier orbital gap: 7.417 eV
- 2S+1: 1
- Molecular weight: 311.319 g/mol

Atom charges from the Mulliken analysis, given in e for atoms 1 to 2: 1.4249 -0.6849

=====

[10]
The following is a quantum chemistry calculation of 4 unconnected molecules or ions with the total composition C31H46Br2N5O6P in a non-equilibrium geometry, from the OMol25 dataset.

The geometry in XYZ format:
```
91
C31H46Br2N5O6P (wB97M-V/def2-TZVPD)
Br -6.18 -2.00 -4.41
Br 3.04 4.94 -1.22
P -3.34 -2.45 0.06
O -4.71 -0.09 7.54
O 7.41 1.06 -3.93
O -2.20 -3.63 0.41
O -4.49 -3.19 -0.86
O -5.94 0.66 1.90
O -3.83 -1.95 1.38
N -3.62 1.76 8.18
N 9.37 -0.02 -3.99
N -2.63 1.14 -2.06
N -6.54 0.83 4.04
N -1.15 -1.40 -1.28
C 2.55 3.51 -3.75
C 6.06 0.61 -0.61
C 2.02 4.74 -2.91
C 3.09 -2.75 -0.16
C -4.93 -1.09 -3.16
C 1.47 0.38 -3.35
C 1.39 2.79 -4.59
C 4.28 -2.66 0.71
C -6.42 0.13 2.89
C 7.29 -1.32 -4.15
C 2.85 -1.73 -1.22
C 3.84 -0.67 -1.33
C 10.26 -1.16 -4.09
C 8.01 0.00 -4.02
C -3.67 0.43 7.92
C 1.59 -1.93 -2.13
C -1.32 0.82 -2.40
C 5.26 -1.56 0.60
C -5.67 -0.51 -1.88
C -3.15 0.10 -1.34
C -0.58 -0.39 -2.05
C -2.43 -1.15 -0.93
C 0.84 -0.62 -2.52
C -0.59 1.83 -3.25
C -7.08 0.39 5.32
C -2.49 2.55 8.64
C -4.66 0.25 -0.90
C -2.41 -0.37 8.12
C 0.76 1.65 -3.73
C 5.02 -0.56 -0.44
C -6.90 -1.30 2.89
H -4.15 -1.85 -2.91
H -1.13 2.77 -3.54
H -4.82 0.00 0.19
H 7.01 0.24 -0.13
H 2.12 5.67 -3.55
H -6.74 -1.73 1.90
H 9.71 -2.10 -4.18
H -7.41 -0.64 5.29
H -2.09 -0.32 9.17
H -6.26 -1.30 -1.34
H 5.77 1.53 -0.02
H -1.62 0.00 7.47
H -4.86 -3.98 -0.42
H 9.78 0.90 -3.90
H 1.79 2.35 -5.54
H -6.20 1.78 3.97
H -1.77 -3.26 1.21
H -4.91 1.35 -1.01
H 4.50 -3.43 1.49
H 10.90 -1.03 -4.96
H -4.41 -0.27 -3.74
H 7.54 -1.97 -3.31
H -2.29 3.33 7.91
H -2.76 3.02 9.59
H 2.43 -3.62 0.02
H 6.22 -1.15 -4.15
H -6.30 0.50 6.07
H 6.15 -1.43 1.25
H -7.97 -1.34 3.11
H 6.28 0.86 -1.69
H -4.50 2.23 8.02
H 0.60 3.56 -4.82
H 0.92 4.64 -2.68
H 0.92 -2.66 -1.59
H -1.60 1.94 8.78
H 2.51 0.21 -3.71
H -2.60 -1.42 7.88
H 3.75 0.11 -2.12
H 3.34 3.85 -4.46
H -6.33 -1.89 3.61
H -7.92 1.04 5.58
H 2.96 2.74 -3.04
H 7.57 -1.81 -5.09
H -6.43 0.21 -2.30
H 1.92 -2.49 -3.06
H 10.87 -1.20 -3.19
```

Summary:
- HOMO: -8.59 eV
- Energy: -202003.58088 eV
- SMILES string: Cc1cccc(Cc2cc(CCCBr)cc3nc(CCCBr)c(P(=O)(O)O)nc23)c1.CNC(C)=O.CNC(C)=O.CNC(C)=O
- Charge: 0
- Lowest unoccupied orbital energy: -0.6247 eV
- Frontier orbital gap: 7.966 eV
- 2S+1: 1
- Molecular weight: 775.520 g/mol
- ΔE to the lowest compared entry with this formula, charge and spin: 0.0 kJ/mol

Atom charges from the Mulliken analysis, given in e for atoms 1 to 2: -0.1954 -0.1996

=====

[11]
The following is a quantum chemistry calculation of a molecular structure, CH5NOP in a non-equilibrium geometry, from the OMol25 dataset.

The geometry in XYZ format:
```
9
CH5NOP (wB97M-V/def2-TZVPD)
P -1.55 -0.54 0.17
O -1.07 1.62 0.15
N -0.38 0.67 -0.48
C 1.37 0.24 0.22
H -2.11 -0.65 -1.09
H 1.13 -0.68 0.74
H 1.64 1.03 0.90
H 1.95 0.17 -0.70
H -0.99 -1.87 0.08
```

Summary:
- HOMO (alpha / beta): -1.85 / -1.85 eV
- Energy: -13940.42858 eV
- Charge: -1
- Lowest unoccupied orbital energy (alpha / beta): 4.8902 / 4.8906 eV
- Frontier orbital gap (alpha / beta): 6.744 / 6.743 eV
- 2S+1: 1
- Molecular weight: 78.031 g/mol
- ΔE to the lowest compared entry with this formula, charge and spin: 429.9 kJ/mol

Atom charges from the Mulliken analysis, given in e for atoms 1 to 2: -0.0787 -0.6826

=====

[12]
The following is a quantum chemistry calculation of 2 unconnected molecules or ions with the total composition C4H8NO3 in a non-equilibrium geometry, from the OMol25 dataset.

The geometry in XYZ format:
```
16
C4H8NO3 (wB97M-V/def2-TZVPD)
O 1.54 -0.23 -2.54
O 1.38 0.16 -0.32
O -3.17 1.11 0.77
N -1.23 1.10 -0.41
C -1.93 1.19 0.72
C -1.18 1.16 1.97
C 1.52 -0.57 -1.35
C 1.90 -2.06 -1.09
H -1.34 0.30 2.62
H -1.58 0.79 -1.30
H -0.21 0.90 -0.38
H 2.91 -2.11 -1.50
H -0.08 1.21 2.00
H 1.85 -2.33 -0.03
H -1.63 1.96 2.60
H 1.25 -2.58 -1.76
```

Summary:
- HOMO: -4.74 eV
- Energy: -11912.72683 eV
- Charge: -1
- Lowest unoccupied orbital energy: 3.9079 eV
- Frontier orbital gap: 8.650 eV
- 2S+1: 1
- Molecular weight: 118.112 g/mol
- ΔE to the lowest compared entry with this formula, charge and spin: 54.7 kJ/mol

Atom charges from the Mulliken analysis, given in e for atoms 1 to 2: -0.7087 -0.8164